Record 1
{
  "formula": "C31H48Cl14NO5SSi2",
  "method": "ωB97M-V/def2-TZVPD",
  "total_charge": -1,
  "max_force_ha_per_bohr": 0.1082,
  "total_energy_ev": -246559.404,
  "elements": ["C", "C", "Si", "N", "C", "S", "O", "Si", "C", "C", "C", "C", "O", "C", "O", "C", "C", "C", "C", "C", "C", "C", "C", "C", "O", "O", "H", "H", "H", "H", "H", "H", "H", "H", "H", "H", "H", "H", "H", "H", "H", "H", "H", "H", "H", "H", "Cl", "C", "C", "Cl", "H", "H", "H", "H", "Cl", "C", "C", "Cl", "H", "H", "H", "H", "Cl", "C", "C", "Cl", "H", "H", "H", "H", "Cl", "C", "C", "Cl", "H", "H", "H", "H", "Cl", "C", "C", "Cl", "H", "H", "H", "H", "Cl", "C", "C", "Cl", "H", "H", "H", "H", "Cl", "C", "C", "Cl", "H", "H", "H", "H"],
  "positions_angstrom": [[6.619, 1.535, 2.334], [5.549, 0.934, 2.308], [3.978, -0.154, 2.107], [2.732, 0.648, 3.103], [1.958, -0.116, 3.669], [1.217, -1.088, 4.758], [3.591, -0.047, 0.443], [2.160, -0.877, -0.011], [2.159, -2.740, 0.401], [1.430, -3.654, -0.685], [0.452, -4.676, 0.047], [-0.337, -5.526, -1.042], [-1.103, -4.699, -1.950], [-2.162, -4.075, -1.299], [-2.709, -4.497, -0.302], [0.529, 0.005, 0.573], [-0.457, -1.148, 1.052], [-1.889, -0.653, 1.461], [-3.020, -0.732, 0.472], [-4.382, -0.295, 0.906], [-4.648, 0.195, 2.282], [-3.512, 0.295, 3.250], [-2.153, -0.137, 2.831], [4.482, -1.898, 2.660], [3.828, -2.671, 3.401], [5.640, -2.334, 2.157], [7.682, 1.798, 2.110], [2.094, -0.796, -1.491], [3.256, -3.055, 0.421], [1.782, -2.906, 1.453], [0.772, -2.986, -1.327], [2.193, -4.164, -1.335], [-0.291, -4.162, 0.719], [1.066, -5.395, 0.678], [0.454, -6.046, -1.667], [-0.964, -6.300, -0.498], [-2.559, -3.134, -1.772], [0.073, 0.530, -0.328], [0.719, 0.812, 1.338], [-0.600, -1.886, 0.200], [0.000, -1.629, 1.968], [-2.875, -1.109, -0.575], [-5.227, -0.381, 0.172], [-5.681, 0.489, 2.605], [-3.649, 0.678, 4.305], [-1.328, -0.068, 3.585], [-2.788, -2.916, -4.479], [-3.278, -4.455, -5.229], [-4.729, -4.446, -5.656], [-5.840, -4.423, -4.264], [-3.073, -5.256, -4.518], [-2.637, -4.600, -6.099], [-4.952, -5.351, -6.223], [-4.957, -3.585, -6.284], [6.977, -1.112, -2.441], [6.619, 0.594, -2.812], [7.125, 1.535, -1.740], [6.223, 1.366, -0.209], [5.541, 0.691, -2.950], [7.106, 0.819, -3.763], [7.001, 2.568, -2.068], [8.182, 1.371, -1.528], [-7.021, 0.939, 6.109], [-7.071, 2.700, 5.843], [-6.305, 3.112, 4.606], [-4.549, 2.885, 4.793], [-6.681, 3.188, 6.736], [-8.121, 2.973, 5.735], [-6.467, 4.172, 4.406], [-6.625, 2.548, 3.730], [1.743, 2.499, -1.291], [1.451, 4.038, -0.445], [1.855, 3.982, 1.013], [0.797, 2.920, 1.982], [0.397, 4.291, -0.559], [2.042, 4.796, -0.961], [1.783, 4.978, 1.452], [2.881, 3.630, 1.131], [7.824, 4.748, -4.016], [7.532, 6.273, -3.142], [8.010, 6.212, -1.708], [7.027, 5.106, -0.718], [6.466, 6.497, -3.200], [8.073, 7.054, -3.680], [7.933, 7.200, -1.250], [9.049, 5.889, -1.646], [2.596, -3.442, -3.587], [3.272, -2.500, -4.941], [3.629, -1.086, -4.539], [2.186, -0.102, -4.189], [2.549, -2.512, -5.757], [4.169, -3.027, -5.273], [4.157, -0.592, -5.356], [4.272, -1.071, -3.658], [-10.868, 3.469, 5.013], [-11.407, 2.792, 3.455], [-10.863, 1.400, 3.216], [-9.102, 1.402, 2.949], [-11.105, 3.480, 2.665], [-12.497, 2.762, 3.483], [-11.317, 0.974, 2.321], [-11.076, 0.737, 4.055]],
  "lowdin_charge": [-0.110, -0.231, 0.448, 0.010, -0.793, 0.667, -0.369, 0.531, -0.258, -0.289, -0.166, -0.191, -0.089, -0.337, 0.057, -0.301, -0.222, -0.169, -0.028, -0.090, -0.097, -0.114, -0.028, -0.714, -0.114, -0.167, 0.045, -0.024, 0.097, 0.078, 0.076, 0.038, 0.105, 0.131, 0.131, 0.126, 0.098, 0.052, -0.048, 0.092, 0.086, 0.085, 0.083, 0.067, 0.028, 0.063, 0.582, -0.650, -0.670, 0.537, 0.070, 0.072, 0.069, 0.065, 0.555, -0.662, -0.632, 0.699, 0.055, 0.066, 0.001, 0.072, 0.530, -0.671, -0.654, 0.607, 0.068, 0.017, 0.074, 0.019, 0.603, -0.639, -0.616, 0.631, 0.067, 0.067, 0.068, 0.074, 0.547, -0.663, -0.663, 0.575, 0.068, 0.069, 0.070, 0.069, 0.628, -0.642, -0.662, 0.542, 0.064, 0.070, 0.072, 0.032, 0.553, -0.658, -0.652, 0.576, 0.069, 0.071, 0.073, 0.072]
}

---

Record 2
{
  "formula": "C31H48Cl3N4O4PrSi",
  "method": "ωB97M-V/def2-TZVPD",
  "s2": 2.00,
  "max_force_ha_per_bohr": 0.0650,
  "spin_multiplicity": 3,
  "total_energy_ev": -106591.904,
  "elements": ["C", "C", "H", "H", "H", "C", "C", "H", "H", "H", "H", "Pr", "Cl", "Cl", "H", "H", "C", "C", "N", "H", "C", "O", "H", "H", "H", "H", "H", "H", "C", "C", "N", "H", "C", "O", "H", "H", "H", "H", "O", "C", "C", "C", "H", "C", "H", "C", "H", "C", "C", "H", "H", "H", "Si", "Cl", "C", "C", "C", "H", "H", "H", "H", "H", "H", "H", "H", "H", "C", "N", "N", "C", "O", "C", "C", "C", "C", "C", "C", "C", "C", "C", "H", "H", "H", "H", "H", "H", "H", "H", "H", "H", "H", "H"],
  "positions_angstrom": [[5.718, -0.015, 1.117], [4.668, 0.917, 1.728], [6.712, 0.107, 1.554], [5.766, 0.160, 0.034], [5.379, -1.055, 1.228], [5.081, 2.125, 2.247], [6.390, 2.744, 1.907], [4.441, 2.693, 2.911], [6.650, 2.676, 0.833], [7.240, 2.320, 2.470], [6.359, 3.815, 2.144], [-0.893, -0.691, -1.334], [-0.108, -2.366, 0.705], [-1.580, -0.670, -3.988], [-5.211, -3.061, -3.549], [-4.578, -5.518, -2.616], [-4.145, -2.809, -3.469], [-3.569, -5.109, -2.708], [-3.527, -3.679, -2.462], [-4.010, -1.782, -3.147], [-2.929, -3.206, -1.368], [-2.877, -1.964, -1.082], [-2.936, -5.628, -1.995], [-2.440, -3.928, -0.693], [-3.636, -2.972, -4.429], [-3.234, -5.362, -3.713], [3.280, 1.869, -1.890], [2.799, 4.363, 0.179], [2.729, 2.704, -2.324], [2.153, 4.522, -0.704], [1.804, 3.259, -1.352], [2.200, 2.363, -3.212], [0.697, 2.590, -0.977], [0.202, 1.596, -1.560], [1.240, 5.045, -0.367], [0.199, 3.035, -0.085], [3.415, 3.499, -2.593], [2.692, 5.161, -1.410], [3.515, 0.595, 0.603], [3.220, 0.307, 1.920], [1.851, 2.377, 2.238], [2.150, 1.070, 2.611], [2.237, 2.700, 1.266], [1.096, 3.204, 3.087], [3.312, -0.721, 2.213], [1.328, 0.493, 3.614], [0.930, 4.244, 2.801], [0.563, 2.687, 4.270], [0.592, 1.302, 4.463], [1.268, -0.594, 3.706], [0.105, 3.349, 5.015], [0.015, 0.886, 5.302], [2.795, -2.476, -2.643], [1.769, -0.648, -1.660], [2.569, -1.940, -4.412], [1.601, -3.819, -2.030], [4.582, -2.744, -2.316], [1.642, -1.376, -4.571], [2.572, -2.754, -5.145], [3.396, -1.264, -4.675], [5.178, -1.863, -2.618], [5.014, -3.600, -2.868], [4.798, -2.909, -1.249], [0.976, -3.479, -1.164], [2.227, -4.649, -1.652], [0.931, -4.193, -2.819], [-6.308, 1.686, 1.557], [-5.095, 1.400, 0.848], [-3.950, 0.962, 1.441], [-2.963, 0.919, 0.474], [-1.781, 0.468, 0.676], [-3.553, 1.352, -0.740], [-4.870, 1.614, -0.458], [-5.910, 2.041, -1.412], [-3.843, 0.906, 2.858], [-4.627, 0.026, 3.614], [-4.489, 0.003, 5.005], [-3.629, 0.901, 5.650], [-2.873, 1.782, 4.889], [-2.955, 1.771, 3.499], [-6.624, 0.836, 2.152], [-7.090, 1.916, 0.832], [-6.209, 2.544, 2.225], [-3.019, 1.430, -1.674], [-6.793, 1.384, -1.407], [-6.259, 3.072, -1.250], [-5.489, 2.010, -2.433], [-5.347, -0.636, 3.124], [-5.072, -0.709, 5.603], [-3.514, 0.878, 6.736], [-2.207, 2.490, 5.366], [-2.369, 2.446, 2.874]],
  "lowdin_charge": [-0.056, -0.373, 0.066, 0.071, 0.067, -0.218, -0.200, 0.055, 0.058, 0.050, 0.049, 0.320, 0.015, -0.036, 0.099, 0.096, -0.041, -0.037, -0.152, 0.047, -0.238, -0.222, 0.091, 0.149, 0.091, 0.096, 0.076, 0.093, -0.026, -0.038, -0.151, 0.094, -0.252, -0.213, 0.095, 0.153, 0.085, 0.089, -0.204, -0.292, -0.054, -0.147, 0.080, -0.093, 0.120, -0.023, 0.091, -0.137, -0.118, 0.109, 0.091, 0.097, 0.428, 0.427, -0.218, -0.215, -0.192, 0.014, 0.037, 0.037, 0.047, 0.051, 0.043, -0.065, 0.036, 0.033, 0.014, -0.056, 0.078, -0.381, -0.133, 0.060, -0.252, -0.014, -0.184, -0.026, -0.068, -0.070, -0.072, 0.015, 0.081, 0.093, 0.110, 0.117, 0.094, 0.098, 0.099, 0.115, 0.110, 0.111, 0.099, 0.128]
}